one) A molecular structure, C18H11BrFN4O9Rb. Source: the OMol25 dataset; level of theory: the ωB97M-V functional and the def2-TZVPD basis.

Last column: Löwdin charge in e.
Element x y z (Å)
Rb1 0.966 -2.181 -0.568  0.97
O1 4.983 2.663 -3.459  0.02
C1 4.117 1.630 -3.081  -0.28
C2 4.621 0.459 -2.544  0.02
C3 3.747 -0.549 -2.153  -0.18
N1 2.423 -0.434 -2.228  0.07
C4 1.943 0.714 -2.729  -0.18
C5 2.752 1.746 -3.200  0.04
C6 0.420 0.996 -2.689  -0.65
O2 0.035 1.928 -3.425  -0.05
O3 -0.252 0.267 -1.913  -0.13
C7 4.409 -1.884 -1.624  -0.68
O4 5.654 -1.824 -1.577  -0.07
O5 3.664 -2.821 -1.281  -0.15
H1 5.871 2.365 -3.266  0.08
H2 5.672 0.283 -2.412  0.10
H3 2.292 2.650 -3.602  0.12
Br1 3.674 -0.345 2.740  0.72
C8 2.008 0.546 2.422  -0.75
C9 1.374 1.151 3.495  -0.12
C10 0.188 1.817 3.231  -0.07
C11 -0.309 1.824 1.930  -0.07
C12 0.405 1.159 0.956  -0.12
N2 1.552 0.516 1.201  0.05
H4 1.813 1.130 4.478  0.09
H5 -0.384 2.294 4.020  0.11
H6 -1.210 2.360 1.667  0.11
H7 0.057 1.108 -0.068  0.09
F1 -2.964 0.746 3.479  0.06
C13 -3.638 0.130 2.482  -0.17
C14 -3.027 -0.247 1.333  0.06
N3 -3.673 -0.953 0.350  0.02
C15 -2.890 -1.588 -0.721  -0.02
C16 -1.978 -2.710 -0.141  -0.77
O6 -1.539 -2.541 1.028  -0.11
O7 -1.680 -3.617 -0.952  -0.09
C17 -4.945 -1.410 0.544  -0.48
O8 -5.541 -2.124 -0.236  0.07
N4 -5.563 -0.969 1.697  0.21
C18 -5.021 -0.221 2.730  -0.42
O9 -5.670 0.065 3.726  0.04
H8 -1.986 -0.017 1.149  0.12
H9 -2.256 -0.826 -1.209  0.12
H10 -3.624 -1.946 -1.443  0.12
H11 -6.487 -1.343 1.866  0.16

Kohn-Sham gap, eV: 7.305
LUMO level, eV: 4.0
Charge: -2

two) A molecular structure, C18H11BrFN4O9Rb. Source: the OMol25 dataset; level of theory: the ωB97M-V functional and the def2-TZVPD basis.

Last column: Löwdin charge in e.
Element x y z (Å)
Rb1 -3.615 -10.414 -9.577  0.94
O1 -1.575 -16.192 -12.625  0.02
C1 -2.059 -14.936 -12.252  -0.28
C2 -3.389 -14.656 -12.343  0.02
C3 -3.826 -13.455 -11.810  -0.17
N1 -2.981 -12.536 -11.330  0.06
C4 -1.671 -12.799 -11.289  -0.19
C5 -1.163 -14.023 -11.709  0.05
C6 -0.624 -11.849 -10.746  -0.70
O2 0.507 -12.056 -11.239  -0.05
O3 -0.916 -11.042 -9.837  -0.18
C7 -5.368 -13.132 -11.800  -0.63
O4 -6.011 -13.930 -12.503  -0.04
O5 -5.764 -12.232 -10.984  -0.13
H1 -2.331 -16.722 -12.927  0.09
H2 -4.079 -15.376 -12.717  0.11
H3 -0.136 -14.196 -11.662  0.10
Br1 -3.850 -12.417 -2.803  0.68
C8 -3.029 -11.339 -4.129  -0.79
C9 -3.798 -10.565 -4.974  -0.09
C10 -3.168 -10.004 -6.086  -0.09
C11 -1.835 -10.182 -6.291  -0.06
C12 -1.160 -10.910 -5.309  -0.14
N2 -1.749 -11.484 -4.277  0.02
H4 -4.877 -10.500 -4.805  0.11
H5 -3.808 -9.339 -6.653  0.08
H6 -1.247 -9.720 -7.137  0.13
H7 -0.041 -10.959 -5.364  0.12
F1 -8.651 -10.946 -12.965  0.07
C13 -9.006 -10.114 -11.952  -0.17
C14 -8.365 -10.265 -10.745  0.09
N3 -8.708 -9.526 -9.638  0.00
C15 -7.945 -9.728 -8.409  -0.05
C16 -6.576 -9.011 -8.470  -0.71
O6 -6.329 -8.481 -9.578  -0.05
O7 -5.919 -9.118 -7.400  -0.08
C17 -9.565 -8.490 -9.747  -0.54
O8 -9.902 -7.795 -8.816  0.06
N4 -10.001 -8.223 -10.987  0.21
C18 -9.856 -8.985 -12.180  -0.39
O9 -10.430 -8.670 -13.215  0.04
H8 -7.609 -11.074 -10.602  0.14
H9 -7.633 -10.772 -8.329  0.13
H10 -8.463 -9.426 -7.502  0.12
H11 -10.542 -7.373 -11.087  0.16

Kohn-Sham gap, eV: 7.114
LUMO level, eV: 3.7
Charge: -2

Stability ranking, top and bottom: one) is the most stable and two) is the least stable.

one) 2 unconnected molecules or ions with the total composition C2H8N2O3. Source: the OMol25 dataset; level of theory: the ωB97M-V functional and the def2-TZVPD basis.

Last column: Löwdin charge in e.
Element x y z (Å)
O1 2.130 -0.662 1.390  0.06
C1 1.024 -0.992 1.030  -0.25
O2 0.802 -1.888 -0.283  -0.18
O3 -0.522 -2.497 -0.211  -0.07
H1 0.181 -1.272 1.677  0.13
H2 -0.275 -3.378 -0.537  0.10
C2 0.353 1.485 -0.944  -0.09
N1 -0.194 0.512 0.006  -0.22
N2 -1.353 0.972 0.708  0.02
H3 0.579 2.435 -0.455  0.08
H4 1.268 1.077 -1.379  0.08
H5 -0.367 1.635 -1.752  0.08
H6 -0.342 -0.420 -0.494  0.11
H7 -1.158 1.856 1.179  0.08
H8 -2.126 1.136 0.065  0.07

Structure (SMILES): O=COO.CNN
Kohn-Sham gap, eV: 10.013
LUMO level, eV: 0.8

two) 3 unconnected molecules or ions with the total composition C2H8N2O3. Source: the OMol25 dataset; level of theory: the ωB97M-V functional and the def2-TZVPD basis.

Last column: Löwdin charge in e.
Element x y z (Å)
C1 0.517 -0.014 -2.852  -0.27
C2 -0.703 -0.876 -2.953  -0.16
N1 -1.652 -0.106 -0.192  0.02
N2 0.445 1.006 4.356  0.04
O1 -0.649 0.248 0.625  -0.11
O2 1.675 -0.761 -2.773  -0.02
O3 -0.780 -2.022 -2.744  0.10
H1 0.348 0.578 -1.907  0.12
H2 0.532 0.668 -3.628  0.09
H3 -1.836 0.753 -0.751  0.05
H4 -0.295 1.160 5.028  0.01
H5 1.125 0.509 4.805  -0.04
H6 0.050 0.451 3.607  -0.01
H7 1.795 -1.186 -1.938  0.09
H8 -0.572 -0.408 1.316  0.08

Kohn-Sham gap (spin up / spin down), eV: 9.650 / 7.975
LUMO level (spin up / spin down), eV: 0.1 / 0.1

Stability ranking, top and bottom: one) is the most stable and two) is the least stable.

one) 2 unconnected molecules or ions with the total composition C11H15N. Source: the OMol25 dataset; level of theory: the ωB97M-V functional and the def2-TZVPD basis.

Last column: Löwdin charge in e.
Element x y z (Å)
C1 1.615 0.024 -2.416  -0.06
C2 -0.384 -0.700 -1.061  -0.08
C3 0.289 -0.394 -2.320  -0.24
C4 -1.787 -0.874 -1.307  -0.16
C5 -0.634 -0.685 -3.278  0.05
C6 -1.051 -0.864 1.232  0.02
C7 -2.407 -1.149 0.923  -0.02
C8 -0.038 -0.692 0.285  0.04
C9 -2.826 -1.009 -0.382  0.05
N1 -1.927 -1.015 -2.686  0.18
H1 -0.803 -0.557 2.286  0.14
H2 -3.181 -1.384 1.575  0.10
H3 0.990 -0.541 0.712  0.14
H4 -3.862 -0.861 -0.713  0.15
H5 1.727 1.170 -2.181  0.15
H6 2.096 0.142 -3.437  0.12
H7 -0.571 -0.802 -4.331  0.13
H8 -2.815 -0.956 -3.142  0.16
H9 2.439 -0.430 -1.837  0.10
C10 2.309 1.125 2.944  -0.18
C11 1.031 1.893 2.607  -0.19
H10 2.773 0.619 2.012  0.07
H11 3.110 1.544 3.524  0.04
H12 1.937 0.205 3.672  0.11
H13 1.073 2.988 2.611  0.07
H14 0.175 1.580 3.186  0.04
H15 0.723 1.621 1.521  0.06

Spin multiplicity: 2
Kohn-Sham gap (spin up / spin down), eV: 9.339 / 5.557
LUMO level (spin up / spin down), eV: -3.6 / -7.4
Charge: +1

two) 2 unconnected molecules or ions with the total composition C11H15N. Source: the OMol25 dataset; level of theory: the ωB97M-V functional and the def2-TZVPD basis.

Last column: Löwdin charge in e.
Element x y z (Å)
C1 -2.526 3.778 0.600  0.01
C2 -0.824 0.576 -0.329  -0.16
C3 -0.731 1.901 0.134  -0.12
C4 -2.041 2.401 0.262  -0.11
C5 -2.908 1.303 -0.032  0.05
C6 1.503 0.343 -0.288  -0.01
C7 0.264 -0.227 -0.567  0.04
C8 1.641 1.665 0.166  -0.03
C9 0.549 2.466 0.363  0.05
N1 -2.188 0.223 -0.315  0.15
H1 2.405 -0.209 -0.499  0.12
H2 0.136 -1.237 -0.915  0.10
H3 2.648 1.990 0.391  0.12
H4 0.565 3.506 0.653  0.13
H5 -2.625 -0.591 -0.723  0.18
H6 -3.985 1.201 0.012  0.16
H7 -3.362 3.658 1.284  0.10
H8 -2.761 4.319 -0.316  0.11
H9 -1.728 4.284 1.136  0.09
C10 2.223 -4.605 0.041  -0.16
C11 1.758 -3.212 -0.320  -0.19
H10 3.284 -4.779 -0.108  0.07
H11 1.992 -4.911 1.065  0.07
H12 1.731 -5.374 -0.552  0.07
H13 0.688 -3.192 -0.486  0.05
H14 2.346 -2.793 -1.136  0.07
H15 1.946 -2.482 0.479  0.06

Spin multiplicity: 2
Kohn-Sham gap (spin up / spin down), eV: 9.292 / 6.692
LUMO level (spin up / spin down), eV: -3.7 / -6.9
Charge: +1

Stability ranking, top and bottom: two) is the most stable and one) is the least stable.

one) 2 unconnected molecules or ions with the total composition C11H18N3. Source: the OMol25 dataset; level of theory: the ωB97M-V functional and the def2-TZVPD basis.

Last column: Löwdin charge in e.
Element x y z (Å)
N1 3.184 0.122 1.692  0.00
C1 2.981 1.190 0.701  -0.24
C2 1.931 2.214 1.119  -0.11
C3 0.565 1.684 1.403  -0.18
C4 -0.546 2.517 1.405  0.03
C5 -1.805 2.028 1.674  0.01
C6 -1.960 0.678 1.956  -0.02
C7 -0.845 -0.124 1.969  -0.03
N2 0.366 0.396 1.699  0.17
H1 4.153 0.049 1.965  0.09
H2 2.982 -0.772 1.258  0.08
H3 2.740 0.798 -0.285  0.12
H4 3.903 1.747 0.570  0.12
H5 2.241 2.793 1.985  0.14
H6 1.832 2.924 0.302  0.13
H7 -0.427 3.563 1.179  0.13
H8 -2.662 2.678 1.662  0.13
H9 -2.925 0.259 2.180  0.13
H10 -0.944 -1.167 2.211  0.15
H11 1.165 -0.225 1.757  0.14
C8 -1.591 -2.211 -3.761  -0.10
C9 -2.125 -1.783 -2.399  -0.25
C10 -1.010 -1.417 -1.412  -0.21
C11 -0.171 -2.553 -1.039  -0.24
N3 0.484 -3.448 -0.742  0.15
H12 -0.991 -3.119 -3.686  0.08
H13 -2.414 -2.412 -4.444  0.08
H14 -0.971 -1.429 -4.203  0.08
H15 -2.740 -2.580 -1.978  0.12
H16 -2.772 -0.912 -2.520  0.11
H17 -1.450 -1.010 -0.500  0.08
H18 -0.378 -0.636 -1.841  0.12

Kohn-Sham gap, eV: 9.511
LUMO level, eV: -4.2
Charge: +1

two) A gas-phase ion, C11H18N3 (charge +1). Source: the OMol25 dataset; level of theory: the ωB97M-V functional and the def2-TZVPD basis.

Last column: Löwdin charge in e.
Element x y z (Å)
C1 0.819 -1.290 0.276  -0.27
C2 0.753 -0.259 1.113  -0.01
C3 -0.186 -2.400 0.215  -0.12
C4 2.021 -1.234 -0.656  -0.11
C5 -1.595 -1.999 0.722  -0.12
C6 -1.987 -0.285 -1.080  -0.07
C7 -1.842 1.246 -1.036  -0.08
C8 -0.258 2.368 0.600  -0.11
C9 2.750 0.028 -0.178  -0.09
C10 1.067 1.864 -0.020  -0.09
C11 -1.557 0.384 1.050  -0.07
N1 -1.972 -0.658 0.328  -0.08
N2 -1.398 1.520 0.329  -0.09
N3 1.749 0.750 0.699  -0.11
H1 -0.237 -2.768 -0.814  0.12
H2 0.137 -3.243 0.831  0.13
H3 2.646 -2.122 -0.553  0.12
H4 1.711 -1.166 -1.703  0.12
H5 -2.334 -2.705 0.341  0.13
H6 -1.606 -2.026 1.810  0.13
H7 -2.924 -0.600 -1.541  0.14
H8 -1.158 -0.764 -1.611  0.12
H9 -1.147 1.629 -1.784  0.12
H10 -2.808 1.737 -1.186  0.13
H11 -0.161 2.460 1.683  0.14
H12 -0.459 3.358 0.184  0.14
H13 3.614 -0.230 0.435  0.13
H14 3.075 0.680 -0.989  0.13
H15 0.868 1.505 -1.031  0.13
H16 1.757 2.708 -0.082  0.14
H17 -1.553 0.378 2.123  0.15
H18 2.212 1.131 1.526  0.18

Kohn-Sham gap, eV: 8.950
LUMO level, eV: -2.5
Charge: +1

Stability ranking, top and bottom: one) is the most stable and two) is the least stable.

one) 2 unconnected molecules or ions with the total composition C2H7ClN3. Source: the OMol25 dataset; level of theory: the ωB97M-V functional and the def2-TZVPD basis.

Last column: Löwdin charge in e.
Element x y z (Å)
C1 -0.056 -0.205 0.330  -0.41
C2 1.093 0.090 -0.554  -0.63
N1 -0.351 1.132 0.447  0.02
N2 0.795 1.546 -0.313  0.03
N3 -1.316 -0.903 -0.153  0.22
Cl1 2.604 -0.549 0.164  0.65
H1 0.371 -1.256 1.426  0.24
H2 1.200 -0.288 -1.663  0.15
H3 -0.794 1.730 1.135  0.16
H4 1.517 1.994 0.159  0.08
H5 -2.144 -0.907 0.450  0.18
H6 -1.337 -1.902 -0.441  0.19
H7 -1.583 -0.481 -0.985  0.13

Kohn-Sham gap, eV: 9.240
LUMO level, eV: -3.9
Charge: +1

two) A gas-phase ion, C2H7ClN3 (charge +1). Source: the OMol25 dataset; level of theory: the ωB97M-V functional and the def2-TZVPD basis.

Last column: Löwdin charge in e.
Element x y z (Å)
N1 1.736 1.286 -0.381  0.13
N2 1.445 0.198 0.345  0.00
C1 0.372 -0.527 0.370  -0.04
C2 -0.903 -0.346 -0.369  -0.60
N3 -1.847 -1.287 -0.072  0.07
Cl1 -1.391 1.490 0.147  0.49
H1 0.927 1.803 -0.721  0.08
H2 2.537 1.826 -0.085  0.14
H3 2.229 -0.127 0.921  0.21
H4 0.393 -1.380 1.040  0.16
H5 -0.765 -0.214 -1.444  0.13
H6 -2.668 -1.312 -0.659  0.12
H7 -2.065 -1.410 0.907  0.11

Structure (SMILES): N/[NH+]=C\[C@@H](N)Cl
Kohn-Sham gap, eV: 9.444
LUMO level, eV: -5.0
Charge: +1

Stability ranking, top and bottom: two) is the most stable and one) is the least stable.